C50H62FN3O4S2 as an isolated structure, computed with ωB97M-V/def2-TZVPD.

Gap between HOMO and LUMO   2.154 eV
E   -89892.35183 eV

The geometry in XYZ format:
```
122
Properties=species:S:1:pos:R:3:forces:R:3
C 1.9129 0.6949 2.9270 0.44 0.13 -0.40
C 0.5029 0.6415 3.5345 0.56 0.01 -0.02
C 0.6096 -0.2050 4.8235 -0.07 -0.18 0.13
C 0.0205 2.0455 3.9265 -0.33 0.30 -0.13
C -0.5007 0.0036 2.5308 1.93 -0.27 0.53
C -0.7465 -1.3367 2.6911 -0.36 0.61 0.29
C -2.0080 -1.8093 2.3617 1.23 -0.87 -0.39
C -2.8582 -0.9891 1.6467 -0.18 1.09 -0.73
C -2.3440 0.1070 0.9503 -1.50 -0.29 -0.46
C -3.1631 0.5055 -0.3277 -0.66 0.14 -0.35
C -2.3116 1.0709 -1.4722 0.33 0.33 -0.08
C -4.3064 1.4573 0.1085 -0.21 0.17 0.05
C -3.8415 -0.7350 -0.9811 -0.05 -0.53 0.24
C -1.1519 0.6621 1.4459 -0.28 0.39 -0.23
N -0.5730 1.8060 0.8118 0.28 -1.04 -0.39
C -1.1519 3.1844 0.7773 -0.85 -1.63 0.77
C -0.3559 3.9051 -0.2430 0.87 -0.54 -0.68
N 0.8072 2.9465 -0.4799 0.43 0.37 0.22
C 1.9406 3.6318 -1.0949 1.24 0.40 -0.54
C 2.7617 4.5722 -0.3856 -0.49 0.56 1.44
C 2.6327 5.0567 1.1030 0.61 0.91 0.75
C 4.0472 5.3743 1.7431 0.30 0.03 0.00
C 2.0454 4.0342 2.0551 -0.41 -0.22 0.18
C 1.8429 6.4065 1.1702 -0.17 -0.04 -0.04
C 3.7686 5.2921 -1.0239 0.33 -0.25 -0.29
C 4.1727 4.9482 -2.3006 -0.35 0.46 -0.07
C 3.3881 4.0877 -3.0334 0.56 0.04 0.25
C 2.2456 3.5279 -2.4738 -0.97 -0.71 -1.08
C 1.3355 2.9363 -3.5729 -0.45 -0.62 -1.38
C 2.1315 2.1447 -4.6714 0.27 -0.04 -0.21
C 0.5262 4.0888 -4.2637 -0.01 0.20 0.14
C 0.3465 1.9262 -3.0542 -0.58 -0.42 0.16
C 0.5374 1.6184 0.0253 -1.65 3.96 1.41
C 1.1076 0.3418 -0.1289 -0.35 -1.12 -0.71
C 2.4133 0.3780 -0.7328 2.67 -0.27 -0.95
C 3.4875 1.3074 -0.4514 0.15 0.47 0.54
C 4.7150 1.3860 -1.1593 -0.37 -0.66 0.16
C 4.9663 0.4623 -2.2050 -0.77 0.44 0.15
C 3.9640 -0.4673 -2.5224 -0.23 -0.22 0.49
C 2.7596 -0.5137 -1.7792 0.22 -0.59 -0.35
H 1.8775 1.2160 1.9617 0.22 0.04 0.53
H 2.6676 1.1879 3.5823 -0.61 -0.31 -0.30
H 2.2672 -0.3176 2.6883 -0.07 0.13 0.21
H -0.3754 -0.3811 5.2701 0.11 0.07 -0.06
H 1.0641 -1.1896 4.6471 -0.08 0.33 0.01
H 1.2377 0.2960 5.5774 -0.19 0.03 -0.36
H -0.9782 1.9933 4.3801 0.22 -0.05 0.11
H 0.7022 2.5715 4.6232 -0.25 -0.47 -0.31
H -0.0953 2.6757 3.0406 0.22 -0.12 0.35
H -0.0272 -1.9665 3.1739 -0.12 -0.21 0.44
H -2.2833 -2.7950 2.6714 -0.42 -0.54 0.16
H -3.9017 -1.2273 1.5750 -0.13 -0.39 -0.44
H -1.5183 0.3547 -1.7439 -0.20 0.22 0.14
H -2.9012 1.2454 -2.3973 0.10 -0.18 0.69
H -1.8342 2.0237 -1.2272 -0.24 -0.25 -0.15
H -5.0569 0.8843 0.6792 0.26 0.21 -0.18
H -3.9580 2.2530 0.7807 -0.10 -0.11 -0.19
H -4.8361 1.9337 -0.7423 0.39 -0.36 0.31
H -4.6210 -1.1575 -0.3292 0.31 0.13 -0.29
H -4.3341 -0.4982 -1.9490 0.36 0.19 0.64
H -3.1033 -1.5315 -1.1765 -0.22 0.25 0.13
H -2.2034 3.0715 0.5468 -0.19 0.21 -0.13
H -1.0870 3.6159 1.7780 0.06 -0.08 -0.08
H -0.9054 4.0995 -1.1745 0.15 -0.45 -0.01
H -0.0738 4.9107 0.1003 0.49 -0.73 -0.04
H 4.5298 6.3008 1.3633 -0.43 -0.57 0.23
H 3.9758 5.5017 2.8496 -0.24 -0.12 -0.80
H 4.7591 4.5448 1.5660 -0.36 0.31 0.03
H 1.0914 3.6647 1.7001 0.03 -0.03 0.16
H 2.7169 3.1759 2.1351 -0.08 0.07 0.09
H 1.8803 4.4309 3.0760 0.23 -0.02 -0.56
H 0.8444 6.3155 0.7114 0.37 0.17 0.24
H 1.6953 6.7448 2.2234 0.22 -0.34 -0.69
H 2.3701 7.2121 0.6231 -0.19 -0.45 0.25
H 4.2828 6.1136 -0.5023 -0.31 -0.74 -0.33
H 5.0065 5.4477 -2.7582 0.31 0.08 -0.10
H 3.6761 3.8525 -4.0641 -0.33 0.23 0.54
H 2.8540 1.4749 -4.1699 -0.20 0.30 -0.29
H 1.4668 1.4815 -5.2833 0.32 0.74 0.61
H 2.6801 2.7908 -5.3906 -0.34 -0.38 0.47
H -0.0807 4.6161 -3.5040 0.19 -0.16 -0.27
H 1.1885 4.8474 -4.7225 -0.21 -0.41 0.20
H -0.1829 3.7286 -5.0531 0.72 0.01 0.68
H -0.2787 2.3827 -2.3048 -0.31 -0.03 -0.25
H -0.3053 1.5123 -3.8491 0.45 0.26 0.32
H 0.8746 1.1079 -2.5560 -0.23 -0.01 -0.34
H 0.4721 -0.6955 0.0345 1.37 2.59 -0.45
H 3.3550 1.9570 0.4262 0.16 -0.21 -0.51
H 5.5323 2.1017 -0.8970 -1.13 -0.57 0.01
H 5.8968 0.4930 -2.8020 -0.61 -0.02 0.58
H 4.1756 -1.1987 -3.3260 -0.48 0.48 0.62
H 2.0016 -1.2511 -2.0053 0.10 -0.24 -0.31
C 1.8697 -8.1412 -1.9310 -0.57 0.73 -0.13
C 0.8481 -9.0235 -1.4819 1.34 0.66 0.15
C 0.0580 -8.6405 -0.3691 0.09 -0.35 -1.37
C 0.1856 -7.3557 0.1745 -0.14 -0.56 -0.54
S -0.9157 -6.9981 1.5810 0.56 -2.44 -2.33
N -2.0821 -6.0255 1.0178 2.19 0.47 -0.42
F -0.6762 -2.8849 0.4973 -0.18 0.98 0.33
S -3.2578 -5.7921 1.9642 -4.99 -6.79 0.27
C -4.6239 -5.2971 0.8976 -0.20 -0.20 -0.18
C -4.8832 -3.9617 0.5579 0.25 -0.31 -0.49
C -5.9865 -3.6424 -0.2410 -0.32 -0.49 0.74
C -6.8791 -4.6676 -0.6104 0.54 0.17 -0.38
C -6.6175 -6.0059 -0.2705 -0.53 0.99 0.48
C -5.5268 -6.2963 0.5644 -0.49 -0.41 -1.04
O -3.7314 -7.1320 2.5820 1.12 3.90 -1.63
O -3.2821 -4.7560 2.8934 1.32 3.73 2.85
O -1.4848 -8.2893 1.8620 0.26 0.09 0.45
O 0.0445 -6.4559 2.4711 0.24 1.50 1.77
C 1.2216 -6.5055 -0.2427 -0.64 0.08 -0.70
C 2.0224 -6.8489 -1.3535 -0.05 -0.82 0.72
H 2.5087 -8.3908 -2.8027 -0.52 -0.02 0.70
H 0.7953 -10.0129 -1.9940 -0.28 0.86 0.75
H -0.6875 -9.3522 0.0024 0.24 0.58 -0.02
H -4.1836 -3.1931 0.8796 -0.12 -0.23 -0.09
H -6.2204 -2.5924 -0.4650 0.12 -0.57 -0.05
H -7.7500 -4.3911 -1.2137 0.25 -0.27 0.23
H -7.3650 -6.7562 -0.5644 0.59 0.17 0.22
H -5.3837 -7.3228 0.9064 0.24 0.42 -0.03
H 1.2912 -5.5379 0.2530 0.15 -0.15 -0.18
H 2.8154 -6.1483 -1.6968 -0.70 -0.68 0.22
```
Positions in Å, forces in eV/Å.

Atom charges from the Löwdin analysis, given in e for atoms 1 to 4: -0.04, -0.50, -0.05, -0.04


C34H41FIrN8O3 as an isolated structure, computed with ωB97M-V/def2-TZVPD.

⟨S²⟩   0.75
Gap between HOMO and LUMO (spin up / spin down)   7.415 / 6.099 eV
Multiplicity   2
E   -59509.68681 eV
Charge   +4

The geometry in XYZ format:
```
88
Properties=species:S:1:pos:R:3:forces:R:3
Ir 0.0776 0.1270 0.3224 -0.82 -2.21 -1.92
C 0.1307 -0.3850 4.6626 -0.02 -0.09 -0.03
C 0.5160 -0.3659 3.3223 -0.17 -0.18 0.07
N -0.3713 -0.2654 2.3326 1.05 0.47 0.36
C -1.6840 -0.1864 2.6621 0.15 -0.01 0.13
C -2.1607 -0.2003 3.9694 -0.11 -0.05 0.07
C -1.2035 -0.2951 4.9940 0.02 0.02 0.04
C -3.5845 -0.1203 4.1731 0.05 -0.01 -0.05
C -4.4361 -0.0532 3.1229 0.05 0.03 -0.01
C -3.9419 -0.0511 1.7711 -0.16 -0.02 0.05
C -4.7404 0.0091 0.6137 -0.02 0.03 0.01
C -4.1372 0.0094 -0.6244 0.06 -0.09 0.04
C -2.7451 -0.0448 -0.7232 -0.14 -0.02 0.05
N -1.9757 -0.1062 0.3600 -0.21 0.70 -0.61
C -2.5678 -0.1044 1.5775 -0.05 -0.04 -0.16
H 0.8904 -0.4732 5.4268 0.00 -0.01 -0.01
H 1.5565 -0.4422 3.0467 0.00 0.11 0.01
H -1.5162 -0.3005 6.0312 0.01 0.00 0.00
H -3.9607 -0.1187 5.1879 -0.01 0.00 -0.01
H -5.5042 0.0114 3.2849 0.00 -0.03 0.00
H -5.8191 0.0543 0.7038 0.01 0.02 -0.02
H -4.7258 0.0540 -1.5293 0.00 -0.02 -0.01
H -2.2458 -0.0568 -1.6806 0.00 0.10 0.01
N 2.2040 -0.2351 -0.1791 -0.07 0.82 0.43
C 3.0179 -1.2573 0.5203 0.13 -0.15 -0.13
C 2.5050 -2.6407 0.1807 0.00 0.13 0.15
C 1.1168 -2.8579 0.7339 0.04 -0.22 0.03
N 0.1047 -1.9612 0.0883 -0.16 -0.06 0.44
H 2.1741 -0.4301 -1.1784 0.07 0.01 0.00
H 2.6434 0.6742 -0.0563 0.08 -0.01 -0.13
H 2.9667 -1.0715 1.5934 0.00 0.03 -0.03
H 4.0631 -1.1570 0.2262 -0.02 0.08 -0.06
H 3.1731 -3.3876 0.6097 -0.02 -0.01 0.00
H 2.5201 -2.7987 -0.9036 0.03 -0.02 0.01
H 1.0983 -2.6677 1.8068 -0.08 0.01 0.00
H 0.8070 -3.8920 0.5799 -0.11 0.04 -0.05
H -0.8168 -2.2861 0.3771 -0.02 -0.07 -0.11
H 0.1505 -2.0581 -0.9284 -0.05 -0.11 0.02
C 1.7411 4.6056 -5.7443 0.02 -0.09 0.02
C 0.3374 4.0252 -5.7098 0.10 0.16 -0.03
N 0.2299 2.9056 -4.7312 0.01 -0.10 -0.04
C 0.2188 3.2393 -3.4486 0.00 -0.02 0.03
C 0.1442 2.3235 -2.4189 0.14 0.00 0.01
C 0.1296 2.7991 -1.0176 0.15 -0.12 0.13
O 0.6025 3.8459 -0.6703 -0.11 -0.02 0.06
O -0.5232 1.9538 -0.2224 -0.37 0.83 1.01
C 0.0920 0.9614 -2.6948 0.04 0.00 -0.15
O 0.0937 0.0235 -1.7738 0.19 -0.38 -0.03
C 0.0893 0.5861 -4.0788 -0.04 -0.17 0.08
C -0.0110 -0.7640 -4.4757 0.07 0.03 0.07
C 0.0043 -1.1131 -5.7846 -0.04 -0.03 0.01
F -0.1854 -2.4011 -6.0951 0.00 0.02 -0.01
C 0.1669 -0.1616 -6.8340 -0.01 -0.08 -0.08
C 0.2498 1.1662 -6.4389 0.02 0.10 -0.01
C 0.1837 1.5626 -5.0932 -0.01 0.06 -0.03
N 0.2104 -0.5342 -8.1620 0.05 0.02 0.01
C -0.2506 0.3254 -9.2431 0.01 -0.08 0.05
C 0.8249 0.5191 -10.3020 -0.13 0.13 0.06
N 1.2212 -0.8291 -10.8381 0.06 0.04 0.11
C 1.6718 -1.7340 -9.7227 -0.03 -0.12 0.13
C 0.5814 -1.8544 -8.6636 0.01 0.07 -0.04
H 1.7806 5.4146 -6.4721 -0.01 -0.01 0.00
H 2.4781 3.8516 -6.0241 0.00 0.01 -0.02
H 2.0220 5.0205 -4.7761 0.01 0.00 -0.01
H 0.0345 3.6734 -6.6877 -0.11 -0.03 0.03
H -0.3904 4.7768 -5.4092 -0.03 -0.03 0.04
H 0.2602 4.2958 -3.2117 0.03 0.00 -0.02
H -0.1424 -1.5383 -3.7337 0.00 -0.02 -0.03
H 0.4034 1.9164 -7.1958 0.02 -0.02 -0.01
H -0.5750 1.2941 -8.8767 0.01 0.01 -0.01
H -1.1279 -0.1427 -9.7085 -0.03 0.04 0.02
H 1.7205 0.9762 -9.8848 0.05 -0.05 -0.03
H 0.4590 1.1327 -11.1232 0.02 -0.07 -0.07
H 1.9659 -0.7289 -11.5319 0.00 -0.01 -0.03
H 0.4253 -1.2530 -11.3236 0.01 0.00 -0.05
H 2.5774 -1.2982 -9.3042 0.01 0.05 -0.05
H 1.9069 -2.7123 -10.1379 -0.01 0.03 -0.09
H 0.9691 -2.4911 -7.8784 0.02 0.01 0.01
H -0.2971 -2.3541 -9.0884 0.00 -0.03 0.03
C 2.8361 4.7643 2.0158 -0.02 0.01 -0.01
C 2.4327 3.5820 2.9120 0.10 0.07 -0.12
C 1.8559 2.4840 2.1401 -0.13 0.24 0.06
N 1.3768 1.6407 1.5243 0.50 0.49 0.42
H 3.3166 5.5150 2.6387 -0.01 0.00 0.00
H 1.9659 5.2095 1.5387 0.00 -0.04 -0.01
H 3.5438 4.4561 1.2481 0.00 -0.01 0.01
H 1.6906 3.8902 3.6512 -0.03 -0.06 0.00
H 3.2953 3.1904 3.4550 -0.02 -0.04 0.01
```
Positions in Å, forces in eV/Å.

Atom charges from the Löwdin analysis, given in e for atoms 1 to 4: 1.64, 0.02, -0.10, -0.04